# 1
AsB2F6H8Sn as an isolated structure. Source: the Open Molecules 2025 dataset; level of theory: the ωB97M-V functional and the def2-TZVPD basis.

ΔE to the lowest compared entry with this formula, charge and spin	680.03	kJ/mol
LUMO energy	0.0844	Ha
charge	-1
Kohn-Sham gap	7.65	eV

Cartesian coordinates (Å):
Sn  -0.222  0.354  0.152
B  -2.221  -0.631  0.813
H  -2.185  0.436  0.968
H  -2.194  -0.778  -0.256
H  -1.385  -1.079  1.328
H  -3.083  -1.104  1.257
B  -0.707  0.750  2.456
H  -1.276  1.191  1.653
H  -1.263  0.921  3.365
H  -0.595  -0.314  2.321
H  0.253  1.233  2.553
As  2.129  -0.107  -2.369
F  1.742  -1.882  -2.169
F  0.981  0.169  -1.074
F  2.544  1.632  -2.490
F  3.173  -0.595  -3.724
F  0.790  0.116  -3.581
F  3.519  -0.312  -1.202

Löwdin atomic charge list, values in e, 2 entries: Sn 1.483; B -0.551



# 2
AsF6H16O8 as an isolated structure. Source: the Open Molecules 2025 dataset; level of theory: the ωB97M-V functional and the def2-TZVPD basis.

ΔE to the lowest compared entry with this formula, charge and spin	126.62	kJ/mol
LUMO energy	0.0970	Ha
charge	-1
Kohn-Sham gap	11.54	eV

Cartesian coordinates (Å):
As  -8.358  6.820  -15.987
F  -9.483  5.480  -16.170
F  -8.946  7.433  -17.586
F  -7.400  8.377  -15.809
F  -7.777  6.257  -14.387
F  -6.957  5.909  -16.651
F  -9.666  7.802  -15.145
O  -8.264  4.418  -20.022
H  -8.024  5.127  -19.426
H  -7.682  3.696  -19.783
O  -5.809  11.252  -17.825
H  -5.357  10.734  -18.491
H  -6.323  10.613  -17.332
O  -7.108  8.581  -11.465
H  -7.461  8.018  -12.153
H  -6.746  7.973  -10.820
O  -10.734  7.647  -20.911
H  -10.355  7.554  -20.037
H  -11.414  8.312  -20.808
O  -8.825  2.555  -13.656
H  -8.913  2.483  -12.705
H  -9.211  3.404  -13.869
O  -12.629  10.479  -15.188
H  -13.319  9.932  -14.812
H  -11.920  9.867  -15.388
O  -2.923  7.842  -15.873
H  -2.690  8.686  -15.486
H  -3.787  7.985  -16.258
O  -12.661  4.909  -18.688
H  -12.095  4.982  -17.919
H  -12.194  4.315  -19.275

natural (NBO) atomic charge list, values in e, 2 entries: As 2.788; F -0.622



# 3
AsF6H24O12 as an isolated structure. Source: the Open Molecules 2025 dataset; level of theory: the ωB97M-V functional and the def2-TZVPD basis.

ΔE to the lowest compared entry with this formula, charge and spin	147.56	kJ/mol
LUMO energy	0.0749	Ha
charge	-1
Kohn-Sham gap	9.26	eV

Cartesian coordinates (Å):
As  -13.108  -8.137  -30.018
F  -14.886  -8.091  -30.395
F  -12.858  -6.812  -31.210
F  -11.318  -8.145  -29.815
F  -13.250  -9.478  -28.856
F  -12.941  -9.389  -31.323
F  -13.280  -7.054  -28.563
O  -12.240  -3.820  -32.290
H  -12.985  -3.237  -32.151
H  -12.384  -4.543  -31.679
O  -16.145  -6.206  -28.211
H  -15.781  -5.727  -27.466
H  -16.108  -7.125  -27.946
O  -14.112  -7.353  -26.065
H  -13.656  -7.297  -26.905
H  -13.508  -6.955  -25.438
O  -9.561  -7.468  -27.943
H  -8.721  -7.730  -28.319
H  -10.194  -7.604  -28.648
O  -14.824  -11.066  -32.141
H  -14.349  -10.244  -32.022
H  -15.079  -11.065  -33.064
O  -11.773  -11.689  -30.592
H  -12.426  -11.030  -30.826
H  -11.818  -11.743  -29.637
O  -12.053  -11.866  -27.701
H  -11.822  -12.432  -26.965
H  -12.463  -11.101  -27.297
O  -16.705  -6.326  -31.221
H  -16.893  -6.412  -32.155
H  -16.195  -7.106  -31.006
O  -12.978  -4.295  -28.506
H  -13.495  -4.472  -27.720
H  -12.152  -4.755  -28.358
O  -13.849  -6.194  -33.999
H  -13.550  -5.327  -34.272
H  -13.607  -6.251  -33.074
O  -13.211  -10.124  -25.985
H  -12.398  -10.038  -25.487
H  -13.636  -9.271  -25.900
O  -10.479  -7.535  -33.227
H  -11.340  -7.812  -32.913
H  -10.007  -7.276  -32.436

natural (NBO) atomic charge list, values in e, 2 entries: As 2.815; F -0.620



# 4
AsF6Rb as an isolated structure. Source: the Open Molecules 2025 dataset; level of theory: the ωB97M-V functional and the def2-TZVPD basis.

ΔE to the lowest compared entry with this formula, charge and spin	18.91	kJ/mol
LUMO energy	-0.0474	Ha
charge	0
Kohn-Sham gap	10.95	eV

Cartesian coordinates (Å):
Rb  -2.813  -1.694  0.791
As  0.429  0.250  -0.112
F  1.313  -1.196  -0.453
F  1.798  0.899  0.734
F  -0.472  1.682  0.295
F  -0.974  -0.433  -0.995
F  -0.230  -0.515  1.324
F  0.950  1.006  -1.584

natural (NBO) atomic charge list, values in e, 2 entries: Rb 0.996; As 2.830



# 5
B2CuH54O23 as an isolated structure. Source: the Open Molecules 2025 dataset; level of theory: the ωB97M-V functional and the def2-TZVPD basis.

ΔE to the lowest compared entry with this formula, charge and spin	22.10	kJ/mol
LUMO energy (alpha / beta)	-0.0343 / -0.0905	Ha
2S+1	2
charge	0
Kohn-Sham gap (alpha / beta)	8.12 / 6.58	eV
expectation value of S²	0.75

Cartesian coordinates (Å):
Cu  -0.245  -0.076  -0.442
B  1.369  -1.074  0.933
H  0.497  -1.709  0.956
H  2.063  -1.461  1.664
H  1.747  -1.093  -0.077
H  0.983  -0.086  1.131
B  1.151  1.752  -0.931
H  0.416  1.485  -1.675
H  1.548  2.741  -1.097
H  0.703  1.744  0.051
H  1.934  1.010  -0.900
O  -4.073  -2.681  0.988
H  -4.323  -3.605  1.002
H  -4.875  -2.212  1.216
O  1.980  -3.726  -1.567
H  2.358  -3.897  -0.704
H  1.169  -4.234  -1.579
O  0.468  -3.748  2.313
H  0.245  -3.057  2.937
H  0.672  -3.281  1.502
O  -4.368  -2.524  -2.243
H  -5.300  -2.309  -2.209
H  -4.090  -2.530  -1.328
O  0.529  -0.313  -4.991
H  0.902  0.564  -5.089
H  0.923  -0.821  -5.700
O  -1.924  -0.323  3.666
H  -2.565  0.224  4.119
H  -2.176  -1.220  3.885
O  0.288  -1.539  4.580
H  -0.202  -0.722  4.491
H  0.024  -1.885  5.433
O  -4.639  0.561  -2.170
H  -4.131  0.225  -2.908
H  -5.509  0.726  -2.533
O  -4.011  2.489  0.701
H  -3.817  2.555  -0.234
H  -4.923  2.769  0.778
O  2.321  1.700  -3.516
H  3.181  1.285  -3.445
H  1.957  1.650  -2.632
O  3.916  -2.800  0.750
H  3.012  -2.523  0.900
H  4.446  -2.067  1.062
O  0.585  -1.134  -2.276
H  1.301  -1.766  -2.336
H  0.508  -0.773  -3.159
O  -2.033  0.838  -1.714
H  -2.208  1.591  -2.278
H  -2.721  0.210  -1.933
O  3.680  3.564  0.139
H  3.166  3.086  -0.513
H  4.336  2.933  0.436
O  -1.915  4.473  1.183
H  -2.752  4.142  0.858
H  -1.332  4.437  0.425
O  1.852  2.342  2.068
H  2.269  2.687  1.279
H  1.319  1.610  1.758
O  -1.257  0.996  1.304
H  -1.231  0.792  2.239
H  -2.108  1.415  1.174
O  -0.390  3.467  2.997
H  0.480  3.349  2.615
H  -0.831  4.078  2.406
O  0.053  4.506  -0.646
H  0.817  4.965  -0.297
H  0.404  3.690  -1.002
O  4.543  -0.580  2.315
H  3.596  -0.505  2.199
H  4.696  -0.314  3.221
O  -1.806  -1.674  -0.200
H  -2.702  -1.782  0.120
H  -1.641  -2.459  -0.721
O  -0.838  -4.352  -1.636
H  -0.692  -4.335  -2.582
H  -1.071  -5.260  -1.444
O  4.823  -0.449  -1.072
H  5.309  0.271  -1.474
H  4.155  -0.019  -0.538

Löwdin atomic charge list, values in e, 2 entries: Cu 0.736; B -0.384



# 6
B2F8K as an isolated structure. Source: the Open Molecules 2025 dataset; level of theory: the ωB97M-V functional and the def2-TZVPD basis.

ΔE to the lowest compared entry with this formula, charge and spin	16.58	kJ/mol
LUMO energy (alpha / beta)	-0.0346 / -0.2986	Ha
2S+1	2
charge	0
Kohn-Sham gap (alpha / beta)	12.58 / 3.51	eV
expectation value of S²	0.75

Cartesian coordinates (Å):
K  -13.041  9.304  7.975
B  -12.440  6.573  9.583
F  -13.648  7.036  9.362
F  -12.323  5.530  8.682
F  -11.422  7.400  9.365
F  -12.268  6.136  10.880
B  -10.825  8.150  5.369
F  -11.801  8.969  4.912
F  -10.651  8.698  6.616
F  -11.335  6.885  5.573
F  -9.634  8.055  4.760

natural (NBO) atomic charge list, values in e, 2 entries: K 0.991; B 1.270



# 7
B2H8In as an isolated structure. Source: the Open Molecules 2025 dataset; level of theory: the ωB97M-V functional and the def2-TZVPD basis.

ΔE to the lowest compared entry with this formula, charge and spin	275.67	kJ/mol
LUMO energy	-0.4125	Ha
charge	+1
Kohn-Sham gap	4.75	eV

Cartesian coordinates (Å):
In  1.865  1.242  0.495
B  0.873  -1.492  -0.646
H  0.836  -0.560  -1.188
H  1.911  -1.725  -0.467
H  0.341  -1.419  0.290
H  0.427  -2.341  -1.140
B  -1.257  1.293  0.531
H  -1.076  1.628  -0.478
H  -0.651  1.775  1.283
H  -2.315  1.341  0.735
H  -0.954  0.258  0.585

natural (NBO) atomic charge list, values in e, 2 entries: In 1.130; B -0.555



# 8
B3BrClH2HgO4P as an isolated structure. Source: the Open Molecules 2025 dataset; level of theory: the ωB97M-V functional and the def2-TZVPD basis.

LUMO energy	-0.4816	Ha
charge	+2
Kohn-Sham gap	2.38	eV

Cartesian coordinates (Å):
O  2.807  -0.492  -0.140
P  2.272  0.935  -0.545
Br  2.439  2.178  1.198
B  0.341  0.724  -0.852
O  -0.521  1.730  -0.803
B  -1.701  1.190  -0.293
O  -1.478  0.164  0.659
B  -0.944  -0.867  -0.016
Cl  -1.281  -2.557  0.452
O  -0.140  -0.564  -1.066
H  2.906  -1.059  -0.937
H  -2.773  1.453  -0.694
Hg  -1.926  -2.835  3.037

natural (NBO) atomic charge list, values in e, 2 entries: O -0.904; P 1.142



# 9
B4F16Sn as an isolated structure. Source: the Open Molecules 2025 dataset; level of theory: the ωB97M-V functional and the def2-TZVPD basis.

ΔE to the lowest compared entry with this formula, charge and spin	128.16	kJ/mol
LUMO energy	0.0980	Ha
charge	-2
Kohn-Sham gap	8.47	eV

Cartesian coordinates (Å):
Sn  0.495  -0.298  0.991
B  0.163  -1.649  -2.375
F  1.063  -1.836  -3.431
F  0.124  -0.278  -2.013
F  -1.142  -1.974  -2.794
F  0.532  -2.278  -1.191
B  -2.958  0.091  0.567
F  -4.074  0.571  -0.089
F  -2.138  -0.625  -0.314
F  -2.093  1.116  1.030
F  -3.288  -0.709  1.690
B  2.841  -1.473  2.967
F  2.653  -0.064  3.030
F  1.531  -2.026  2.969
F  3.493  -1.839  1.800
F  3.535  -1.835  4.117
B  -0.161  3.020  -1.400
F  -1.518  3.121  -1.119
F  0.523  4.234  -1.175
F  0.455  2.093  -0.510
F  -0.038  2.638  -2.752

natural (NBO) atomic charge list, values in e, 2 entries: Sn 1.817; B 1.345